Record 1
A molecular structure, C37H56BrN5PReSeSi4Te in a non-equilibrium geometry, computed with ωB97M-V/def2-TZVPD.

The charge is +1. Its energy is -8538.196650 Eh. As for the expectation value of S²: 3.8147. For the LUMO energy (spin up / spin down), the calculation gives -2.82 / -4.03 eV. The calculation puts the energy above the lowest of the compared OMol25 structures with the same formula, charge and spin at 7.5 kcal/mol. Its gap between HOMO and LUMO (spin up / spin down) is 0.2244 / 0.2223 hartree. Its spin multiplicity is 4.

```
107
Properties=species:S:1:pos:R:3:forces:R:3:lowdin_spin:R:1
H 4.96682 -0.50000 -2.68692 0.0084 0.0621 -0.0358 0.00
H -3.02291 -1.89474 3.96810 0.0263 0.0026 0.0366 0.01
N 1.41516 -0.06787 -0.60922 -0.1491 -0.8293 1.4856 0.07
C 0.13037 -5.03863 3.73070 0.1047 -0.0462 -0.0567 0.00
C -2.49356 -2.03741 -0.06850 0.0175 -0.0719 0.0052 0.01
H 4.99473 2.10658 -2.33359 0.0176 -0.0515 -0.0346 0.00
H 0.73976 2.55548 0.48565 0.0324 -0.0350 -0.0386 0.00
C 2.42027 -4.36817 3.56018 -0.0095 -0.0685 0.0509 0.00
Re 0.03468 -1.07590 2.00678 -0.4158 -0.5852 -1.2580 1.74
C -2.77335 -2.70040 -1.41954 -0.0820 0.1222 0.1283 0.00
N 1.24721 -0.55674 6.54442 -0.0674 0.0132 0.3010 0.28
H 0.96702 2.49008 -7.07059 0.0450 0.0379 0.0232 0.00
Br 1.97229 -6.73881 5.08158 -0.0614 0.2330 -0.1466 0.00
C 0.50679 1.50234 -7.09938 -0.0145 -0.0848 0.3625 0.00
H -3.09730 0.07562 1.60233 -0.1137 -0.0128 -0.0161 0.00
H 1.24991 -2.59259 -2.35391 -0.0470 0.0462 0.0698 0.00
H 2.97657 -1.63991 -6.22915 -0.0767 0.0094 -0.0140 0.00
C -4.37606 1.49083 0.60518 -0.0342 -0.0024 0.0217 0.00
C -3.36668 3.61966 0.12478 -0.0090 0.0462 -0.0256 0.00
Se 2.40177 -0.23693 5.22375 0.1301 -0.0224 -0.0461 0.23
C 2.00086 -3.28530 2.81425 0.1891 -0.1384 -0.0991 0.01
H -1.78235 -0.58719 -6.53746 -0.0147 0.1187 -0.0383 0.00
H -4.42960 -2.45571 0.83155 -0.0402 -0.0449 0.0254 0.00
C -1.22734 -0.57398 -5.59867 0.3157 0.1857 0.1651 0.00
C 0.10085 2.29062 4.59473 -0.0506 0.0372 -0.0970 0.00
C -1.00524 -2.16979 0.26924 0.2413 0.3734 0.8570 0.00
H 2.12627 -3.65582 -3.44646 0.0596 -0.0207 -0.0195 0.00
H 0.59253 3.39690 2.05084 0.0110 -0.0128 -0.0251 0.00
Si 1.48030 0.74985 -3.75338 0.5800 0.2490 -0.2878 0.00
C -2.18105 3.20391 0.70851 0.0701 -0.0088 0.0510 0.00
H -3.83348 -2.60862 -1.66144 -0.0207 -0.0410 -0.1011 0.00
H 3.46962 -4.51678 3.76425 0.0287 0.0230 -0.0173 0.00
H -0.59404 -1.46135 -5.58245 0.0090 -0.0408 -0.0056 0.00
H -2.52433 -3.76287 -1.38956 0.0412 -0.0336 -0.0163 0.00
H 4.73290 2.29110 -5.20348 0.0258 -0.0561 0.0358 0.00
H -0.64235 -5.71782 4.05726 -0.0106 -0.0023 0.0261 0.00
H -3.43701 4.61474 -0.29276 0.0019 0.0217 0.0020 0.00
C -2.44583 1.95609 5.64512 -0.0080 -0.0101 -0.0183 0.00
H 4.12015 3.93187 -5.36025 0.0070 0.0514 0.0306 0.00
Si -0.20935 1.01836 -5.41493 -0.2574 -0.0220 -0.3653 0.00
P -0.59585 1.28824 2.06285 -0.2633 1.1579 0.2921 0.03
C -2.08805 1.92191 1.23934 0.0240 -0.4871 -0.1910 0.01
H -1.34074 3.88376 0.74897 0.0250 0.0026 -0.0316 0.00
C 1.46521 -5.25092 4.04278 0.0055 -0.0991 0.0300 0.00
H -3.44277 1.83196 6.04645 -0.0017 -0.0098 0.0272 0.00
C 1.05375 -0.53198 0.44668 0.5492 0.7294 -1.1494 -0.02
C -1.41211 2.39789 6.45656 -0.0100 0.0153 0.0691 0.00
H 0.66475 2.92070 6.56013 0.0091 0.0064 0.0010 0.00
H 4.62016 -2.17341 -2.27186 -0.0200 -0.0845 -0.0908 0.00
H -5.37879 3.09801 -0.39605 -0.0272 0.0170 0.0036 0.00
N 0.71272 -3.05116 2.53387 0.1611 -0.2588 0.1846 0.01
C -2.21118 -1.62044 5.93492 0.0921 0.0204 -0.0273 0.02
C 1.68093 4.15059 -3.29979 0.2150 -0.2151 -0.0901 0.00
C 0.03368 -0.94604 4.58781 0.3165 0.1602 0.8640 0.01
H 0.98232 3.93288 -2.48957 0.0105 -0.0170 0.0491 0.00
C -0.14252 2.57409 5.92894 0.0428 0.0260 0.0345 0.00
H -3.12953 -1.92193 6.41758 -0.0401 0.0522 -0.0212 0.00
H 1.69806 2.01004 1.87013 0.0155 0.0685 0.0044 0.00
C -4.46114 2.76746 0.07037 0.0064 -0.0282 -0.0360 0.00
H -0.97544 3.37345 -4.95154 0.0585 0.0342 0.0502 0.00
H 4.43179 -2.18009 -5.39900 0.0180 -0.0528 0.0411 0.00
H -3.01163 1.31029 3.68845 -0.0588 -0.0021 0.0281 0.00
C -0.92692 1.82458 3.77821 -0.0082 -0.2158 0.1044 0.00
C 4.16876 -1.18960 -2.41187 -0.2764 0.0969 -0.1399 0.00
C -1.38995 2.37710 -4.80236 0.3154 -0.2258 -0.0127 0.00
H -2.35152 2.33926 -5.31492 -0.0221 -0.0932 -0.0540 0.00
H 4.17444 -0.46605 -5.69015 0.0165 0.0645 0.0215 0.00
H 3.75794 -0.87225 -1.45536 -0.0153 0.0339 0.0500 0.00
H 2.20170 5.07876 -3.05943 0.0628 0.0147 0.0087 0.00
C -3.37397 -2.66746 1.00661 0.0711 0.2636 -0.0513 0.00
C 3.82520 2.89525 -5.19193 -0.0991 -0.0476 0.2777 0.00
H -2.75881 -0.98284 -0.17538 0.0659 -0.0232 0.0109 0.00
C -2.20330 1.66197 4.31374 0.0888 0.0673 0.0068 0.00
H -1.13056 -1.23507 7.78015 -0.0227 -0.0310 0.0209 0.01
Si 2.82193 -1.25978 -3.73897 -0.3253 0.0113 0.0051 0.00
C -2.15717 -1.61886 4.55536 -0.3901 -0.1516 -0.0608 0.16
H -0.27683 1.52687 -7.85781 -0.0878 -0.0171 0.0255 0.00
H -1.22791 -3.75009 2.70911 0.0222 0.0884 -0.0093 0.00
H -3.10702 -2.27904 1.99209 -0.0542 -0.0401 0.0362 0.00
C 0.07103 -0.90788 6.02217 0.1314 0.0723 0.0078 0.00
C -0.19524 -3.93273 2.97390 -0.1000 -0.2440 0.0098 0.01
H -1.57847 2.25559 -3.73158 -0.1299 0.0945 0.0254 0.00
C 1.62969 -2.68651 -3.37211 0.3260 0.1356 -0.1022 0.00
H -5.22645 0.82329 0.56491 -0.0119 -0.0090 0.0002 0.00
H -0.46317 -1.96171 -0.65459 0.1241 0.0004 0.0711 0.00
C 4.06304 2.60944 -2.07468 -0.1937 -0.1133 -0.2278 0.00
H 3.60978 2.05453 -1.25180 -0.0474 -0.0011 0.0475 0.00
Te -0.10725 0.70554 -1.76023 0.2145 0.2360 -0.6826 0.02
H 1.08993 4.32681 -4.19906 -0.0096 -0.0007 -0.0612 0.00
H -0.81776 -3.23294 0.47358 0.0695 0.0501 0.0413 0.00
C 3.67210 -1.39722 -5.42602 -0.2446 -0.0078 0.2426 0.00
H -1.94763 -0.66000 -4.78351 -0.0035 -0.0450 0.0537 0.00
H 3.21284 2.58122 -6.03730 -0.0526 0.0258 -0.0337 0.00
H 1.26082 0.78686 -7.42831 0.0500 -0.0315 -0.0191 0.00
N 1.15839 -0.61932 3.94899 -0.8105 -0.2186 -0.8676 0.14
H -2.19479 -2.22773 -2.21511 0.0126 -0.0235 -0.0173 0.00
H 4.31494 3.60628 -1.71035 -0.0171 0.0641 -0.0429 0.00
H -3.24675 -3.75256 1.01617 0.0197 -0.0290 0.0371 0.00
C -1.10448 -1.25193 6.70028 0.0073 -0.0555 -0.0336 0.16
C -3.19030 1.07180 1.18531 0.1337 0.0390 0.0309 0.01
C 0.73996 2.43237 1.56731 -0.0158 -0.2323 0.0082 0.00
Si 2.88583 2.70742 -3.55708 -0.4796 -0.0210 0.0021 0.00
H 1.09746 2.42516 4.19630 0.0277 0.0042 0.0271 0.00
H -1.59392 2.60046 7.50330 -0.0119 0.0468 0.0105 0.00
H 0.77530 -2.69759 -4.04920 -0.0104 0.0460 -0.0261 0.00
H 2.72089 -2.58645 2.40989 -0.0591 0.0634 0.0664 0.00
N -1.04038 -1.29087 3.86611 0.1319 -0.0682 0.2360 0.06
```
Positions in Å, forces in eV/Å.



Record 2
C5H10O2 in the gas phase, computed with ωB97M-V/def2-TZVPD.

Its energy is -346.960407 Eh. For the LUMO energy, the calculation gives 1.06 eV. The calculation puts the energy above the lowest of the compared OMol25 structures with the same formula, charge and spin at 40.8 kcal/mol. Its SMILES is CCO[C@@H](C)C=O. Its gap between HOMO and LUMO is 0.3871 hartree.

```
17
Properties=species:S:1:pos:R:3:forces:R:3:lowdin_charge:R:1
H -1.62308 0.56802 0.63701 0.1405 -0.1116 -0.0553 0.12
H 0.51490 1.01968 1.35107 -0.0246 -0.1253 -0.1107 0.15
C -2.17318 -0.99846 -0.74653 -0.0104 -0.0306 -0.0715 -0.07
H -1.73829 -1.93223 -1.11459 -0.0610 0.0882 0.0776 0.08
H 2.27982 -0.87643 1.32686 -0.0362 0.1250 -0.0406 0.09
H -2.19357 -0.28087 -1.57262 0.0579 -0.0955 0.1073 0.08
H -1.55652 -1.06548 1.32481 0.0634 0.0887 -0.0988 0.12
C 0.77629 1.44295 -0.73729 -0.2422 0.3094 -0.0125 -0.21
H -3.20570 -1.20142 -0.44281 0.1485 0.0832 -0.0015 0.08
O 0.03397 -0.59861 0.11291 0.0986 -0.0804 -0.0295 -0.13
H 1.31414 1.07674 -1.64127 -0.1190 0.0855 0.0650 0.14
H 2.93979 0.75237 1.05291 -0.1234 -0.0741 -0.0727 0.09
C 2.28556 -0.02436 0.64306 0.0290 0.0176 -0.0146 -0.03
C -1.35392 -0.47412 0.42101 -0.2337 0.0309 0.0363 -0.26
H 2.70886 -0.36095 -0.30941 -0.0985 0.0168 0.0967 0.08
C 0.87071 0.49714 0.45264 0.0831 0.0786 0.0874 -0.38
O 0.12021 2.45603 -0.75776 0.3280 -0.4063 0.0374 0.07
```
Positions in Å, forces in eV/Å.



Question: What is the energy above the lowest of the compared OMol25 structures with the same formula, charge and spin in the first record?
Answer: 7.5 kcal/mol